24
Properties=species:S:1:pos:R:3 method="wB97M-V/def2-TZVPD" multiplicity=1 molar_mass_g_mol=103.21 homo_lumo_gap_ev=7.51
C 2.5956 -0.6571 -0.0327
C -1.0457 0.0030 0.0669
C -1.3325 -0.8287 1.2855
C -1.8203 1.2268 0.1056
C -1.5031 -0.8121 -1.1663
C 0.4209 0.5394 -0.2438
H 2.3926 0.9019 1.0378
H 2.7652 1.2981 -0.5543
H 2.6887 -0.9484 -1.0398
H 3.5505 -0.9290 0.4460
H 1.9231 -1.3351 0.5010
H -0.6890 -0.3949 2.1269
H -2.3573 -0.9072 1.4347
H -0.8964 -1.7598 0.9378
H -1.8570 1.6484 -1.0451
H -2.7938 0.9884 0.6191
H -1.3544 2.1954 0.6659
H -1.3795 -0.2143 -2.1442
H -2.5950 -1.1349 -1.0930
H -0.9173 -1.6759 -1.3231
H 1.0386 -0.2014 -0.7268
H 0.3173 1.5417 -0.8501
H 0.6847 0.7817 0.8906
N 2.1642 0.6741 0.1014

***

25
Properties=species:S:1:pos:R:3 method="wB97M-V/def2-TZVPD" total_charge=+1 multiplicity=1 molar_mass_g_mol=117.22 homo_lumo_gap_ev=8.16
C 0.3964 1.2744 2.2440
C 1.3508 1.8507 1.2290
C 2.5073 0.2820 -0.3384
N 1.5140 0.9880 0.0206
H -0.6538 1.3758 1.9262
H 0.6531 0.1835 2.3166
H 0.4655 1.8380 3.2019
H 0.9926 2.7688 0.7966
H 2.3793 1.9666 1.6037
H 2.4271 -0.3284 -1.2506
H 3.4155 0.2624 0.2830
H 0.6804 0.9257 -0.5512
C -1.3026 -0.2003 -1.1912
C -1.4509 -1.7089 -0.9384
C -0.2745 -2.3525 -0.1837
N -2.3527 0.4270 -1.9430
H -0.2803 -0.0825 -1.6259
H -1.2338 0.2834 -0.1621
H -1.5304 -2.2806 -1.8993
H -2.3950 -1.9627 -0.4158
H -0.2679 -1.8514 0.8503
H 0.6892 -2.1424 -0.7202
H -0.5034 -3.4330 -0.0952
H -2.1312 1.4631 -1.9201
H -3.0948 0.4533 -1.2370

***

25
Properties=species:S:1:pos:R:3 method="wB97M-V/def2-TZVPD" total_charge=+1 multiplicity=1 smiles=CCC[C@@H]([NH3+])CNC molar_mass_g_mol=117.22 homo_lumo_gap_ev=10.21
C -1.5742 2.9385 0.4138
C -1.3454 1.4556 0.5883
C -0.6013 0.8807 -0.6748
C -0.6634 -0.6233 -0.6283
N 0.0459 -1.1789 -1.8762
C 0.1448 -1.2818 0.5381
N 1.5177 -0.7604 0.4752
C 2.4086 -1.7591 1.0301
H -0.6626 3.4816 0.1270
H -2.2723 3.1680 -0.3833
H -1.8036 3.4898 1.3285
H -0.7549 1.0853 1.4199
H -2.3689 1.0595 0.5707
H 0.4147 1.2512 -0.5403
H -1.1089 1.2725 -1.5588
H -1.6742 -1.0241 -0.6855
H 1.0555 -1.1558 -1.6579
H -0.1484 -0.5667 -2.6611
H -0.1248 -2.1692 -2.0542
H -0.3548 -1.0869 1.4817
H 0.2253 -2.3208 0.2307
H 1.6077 0.1494 0.9245
H 2.1287 -2.2618 1.9784
H 3.4199 -1.4623 1.3037
H 2.4889 -2.5812 0.3098

***

25
Properties=species:S:1:pos:R:3 method="wB97M-V/def2-TZVPD" total_charge=+1 multiplicity=1 molar_mass_g_mol=117.22 homo_lumo_gap_ev=9.96
C 0.8959 -1.6999 1.5332
N 1.2455 -3.1214 1.6048
C -0.6271 -1.5551 1.2874
N -0.8754 -0.0863 0.9477
H 1.3121 -1.1596 0.6044
H 1.2298 -1.1697 2.4112
H 1.1712 -3.4828 0.6681
H 2.2538 -3.1830 1.8638
H -1.2784 -1.8337 2.0390
H -0.8833 -2.1068 0.4001
H -1.8675 0.2258 1.0399
H -0.2696 0.4585 1.5975
H -0.5478 0.0946 -0.0125
C -0.8231 1.8587 -1.3071
C 0.4667 1.5543 -1.5919
C 1.7136 2.3519 -1.1801
C -2.0179 1.0108 -1.6498
H -1.0293 2.6860 -0.6513
H 0.6230 0.6320 -2.1174
H 2.3066 1.7627 -0.4234
H 2.3012 2.6717 -2.0633
H 1.4058 3.2612 -0.6355
H -1.6447 0.0367 -2.1345
H -2.7588 1.5976 -2.2988
H -2.5626 0.8390 -0.7046

***

25
Properties=species:S:1:pos:R:3 method="wB97M-V/def2-TZVPD" total_charge=+1 multiplicity=1 smiles=CCC[C@@H]([NH3+])CNC molar_mass_g_mol=117.22 homo_lumo_gap_ev=9.83
C -0.1378 3.1516 1.4944
C 0.3023 2.3672 0.2461
C 0.7974 0.9498 0.6891
C 0.4788 -0.1407 -0.3231
N 1.4479 -1.2478 -0.2293
C -0.9480 -0.6775 -0.1152
N -0.9584 -2.1462 -0.1877
C -1.0165 -2.7389 -1.5048
H -1.0575 2.6740 1.8653
H 0.6107 3.1456 2.2755
H -0.3806 4.1894 1.2648
H -0.5638 2.3145 -0.4117
H 1.0882 2.9086 -0.2953
H 0.4349 0.6721 1.6733
H 1.8697 1.1567 0.8017
H 0.5300 0.2612 -1.3455
H 1.3543 -1.8821 0.5721
H 2.4095 -0.9018 -0.2327
H 1.4306 -1.9225 -1.0024
H -1.2740 -0.4728 0.9000
H -1.6795 -0.3218 -0.8432
H -1.6420 -2.5718 0.4157
H -2.0387 -2.9942 -1.8315
H -0.3767 -3.6419 -1.5198
H -0.6808 -2.1306 -2.3560

***

25
Properties=species:S:1:pos:R:3 method="wB97M-V/def2-TZVPD" total_charge=+1 multiplicity=1 molar_mass_g_mol=117.22 homo_lumo_gap_ev=6.55
C 1.4078 0.8358 2.1528
C 1.3706 -0.3221 1.0771
C 0.0249 -0.4866 0.5342
C -0.4012 0.2701 -0.5655
C 0.4615 -0.2289 -1.9182
N 0.0681 0.4237 -3.0790
C -1.2656 0.1889 -3.5933
N -1.2198 -0.9181 3.7411
H 0.5624 0.7574 2.8312
H 1.3715 1.8193 1.6905
H 2.3839 0.7719 2.6252
H 1.7547 -1.2322 1.5202
H -0.4465 -1.4540 0.7282
H 2.0392 -0.0114 0.2687
H -0.1910 1.3293 -0.3878
H -1.4327 0.0797 -0.8454
H 1.5110 -0.0174 -1.7063
H 0.3003 -1.3058 -1.9781
H 0.3253 1.4013 -3.0452
H -1.5587 -0.8392 -3.4374
H -1.2734 0.4053 -4.6567
H -2.0425 0.8571 -3.2244
H -0.6175 -0.6953 4.5078
H -0.9361 -0.7497 2.7971
H -2.1963 -0.8788 3.9631

***

| no. | HOMO (eV) |
| --- | --- |
| 1 | -6.661 |
| 2 | -13.099 |
| 3 | -13.434 |
| 4 | -13.224 |
| 5 | -13.121 |
| 6 | -12.730 |